The molecule C2H3N3OS. Source: the OMol25 dataset; level of theory: ωB97M-V/def2-TZVPD.

Structure (XYZ):
```
10
Properties=species:S:1:pos:R:3:forces:R:3:mulliken_charge:R:1
C 0.725 0.940 0.723 -0.2 -0.6 -0.7 -0.009
C -0.270 -0.501 -0.693 0.3 0.3 0.4 0.501
H -1.925 -1.412 0.903 0.1 0.1 0.1 0.184
H 0.932 1.464 1.621 0.2 0.4 0.5 0.429
H 1.071 0.123 -2.192 0.1 0.0 -0.3 0.206
N -0.262 -0.008 0.621 -0.2 -0.1 -0.1 -0.055
N 1.365 1.092 -0.390 -0.2 -0.1 0.1 -0.625
N 0.750 0.215 -1.253 -0.1 0.0 0.3 0.148
O -1.010 -1.349 -1.147 0.0 0.0 0.0 -0.640
S -1.377 -0.565 1.806 0.0 0.0 -0.2 -0.139
```
Positions in Å, forces in eV/Å.

As for the frontier orbital gap: 0.350 hartree. As for the spin multiplicity: 1. As for the LUMO energy: 0.6 eV. The calculation puts the HOMO energy at -8.9076 eV. The value obtained for the energy above the lowest of the compared OMol25 structures with the same formula, charge and spin is 0.039 eV. The structure (SMILES) is O=c1[nH]ncn1S. The value obtained for the total energy is -715.694810 hartree.